(1)
{"formula": "CH5BrOSi", "method": "ωB97M-V/def2-TZVPD", "symbols": ["Si", "O", "C", "Br", "H", "H", "H", "H", "H"], "positions_angstrom": [[-1.309, 0.605, -0.011], [0.319, 0.502, 0.031], [1.122, -0.594, 0.016], [2.985, -0.019, -0.009], [-1.808, -0.033, -1.231], [-1.424, 2.049, 0.022], [-1.873, -0.092, 1.146], [0.981, -1.207, -0.879], [1.006, -1.210, 0.914]], "total_energy_ha": -2979.844401, "homo_lumo_gap_ha": 0.400, "relative_energy_ev": 0.000, "homo_ev": -10.2}



(2)
{"formula": "C4H6OS", "method": "ωB97M-V/def2-TZVPD", "symbols": ["C", "C", "S", "C", "C", "O", "H", "H", "H", "H", "H", "H"], "positions_angstrom": [[-2.839, 0.029, 0.107], [-1.603, 0.376, -0.227], [-0.274, -0.807, -0.170], [1.137, 0.212, -0.049], [2.398, -0.513, 0.044], [1.116, 1.422, -0.085], [-3.196, -1.030, 0.109], [-3.528, 0.847, 0.398], [-1.302, 1.438, -0.380], [2.791, -0.437, 1.068], [3.110, 0.010, -0.581], [2.190, -1.549, -0.234]], "total_energy_ha": -629.407239, "homo_lumo_gap_ha": 0.364, "relative_energy_ev": 1.086, "homo_ev": -9.0}



(3)
{"formula": "C60H144F6N9O14S2", "method": "ωB97M-V/def2-TZVPD", "symbols": ["C", "F", "F", "F", "S", "O", "O", "N", "S", "O", "O", "C", "F", "F", "F", "C", "C", "C", "C", "N", "C", "C", "C", "C", "C", "H", "H", "H", "H", "H", "H", "H", "H", "H", "H", "H", "H", "H", "H", "H", "H", "H", "H", "H", "H", "C", "C", "C", "C", "N", "C", "C", "C", "C", "C", "H", "H", "H", "H", "H", "H", "H", "H", "H", "H", "H", "H", "H", "H", "H", "H", "H", "H", "H", "H", "C", "O", "C", "C", "N", "H", "H", "C", "C", "O", "C", "H", "H", "H", "H", "H", "H", "H", "H", "H", "H", "H", "H", "H", "H", "C", "O", "C", "C", "N", "H", "H", "C", "C", "O", "C", "H", "H", "H", "H", "H", "H", "H", "H", "H", "H", "H", "H", "H", "H", "C", "O", "C", "C", "N", "H", "H", "C", "C", "O", "C", "H", "H", "H", "H", "H", "H", "H", "H", "H", "H", "H", "H", "H", "H", "C", "O", "C", "C", "N", "H", "H", "C", "C", "O", "C", "H", "H", "H", "H", "H", "H", "H", "H", "H", "H", "H", "H", "H", "H", "C", "C", "N", "C", "C", "C", "C", "C", "O", "C", "H", "H", "H", "H", "H", "H", "H", "H", "H", "H", "H", "H", "H", "H", "H", "H", "H", "H", "H", "H", "C", "C", "N", "C", "C", "C", "C", "C", "O", "C", "H", "H", "H", "H", "H", "H", "H", "H", "H", "H", "H", "H", "H", "H", "H", "H", "H", "H", "H", "H"], "positions_angstrom": [[7.008, 8.726, -3.486], [7.001, 9.462, -4.567], [5.794, 8.961, -2.868], [7.089, 7.465, -3.627], [8.395, 9.288, -2.203], [9.557, 8.485, -2.561], [8.565, 10.739, -2.317], [7.691, 8.620, -0.703], [7.317, 9.862, 0.080], [8.482, 10.517, 0.647], [6.398, 10.738, -0.683], [6.217, 9.253, 1.633], [5.364, 8.269, 1.310], [7.066, 8.778, 2.590], [5.552, 10.328, 2.240], [5.862, 7.043, 6.317], [6.659, 6.427, 5.120], [6.466, 4.901, 4.788], [7.609, 4.403, 3.859], [7.599, 2.852, 3.681], [8.662, 2.404, 2.662], [9.985, 2.552, 3.381], [9.681, 2.089, 4.765], [8.158, 2.171, 4.925], [6.201, 2.354, 3.292], [6.229, 8.051, 6.511], [5.840, 6.445, 7.228], [4.806, 7.088, 6.053], [7.689, 6.458, 5.477], [6.646, 6.985, 4.183], [5.504, 4.778, 4.292], [6.408, 4.420, 5.765], [8.579, 4.714, 4.247], [7.490, 4.943, 2.919], [8.352, 1.372, 2.491], [8.731, 2.996, 1.749], [10.872, 2.103, 2.933], [10.078, 3.637, 3.395], [10.021, 1.053, 4.749], [10.257, 2.556, 5.565], [7.677, 1.193, 4.921], [7.845, 2.618, 5.869], [5.534, 2.577, 4.124], [6.291, 1.270, 3.226], [5.839, 2.782, 2.357], [2.503, 8.876, 4.907], [2.022, 8.313, 3.532], [0.776, 8.958, 3.003], [-0.467, 8.804, 3.998], [-1.763, 9.546, 3.587], [-2.322, 9.187, 2.222], [-3.356, 10.357, 1.950], [-2.539, 11.583, 2.442], [-1.653, 11.101, 3.477], [-2.748, 9.156, 4.676], [3.493, 8.480, 5.135], [1.747, 8.563, 5.627], [2.594, 9.962, 4.891], [1.873, 7.234, 3.492], [2.857, 8.464, 2.847], [0.624, 8.430, 2.061], [0.911, 9.982, 2.657], [-0.116, 9.039, 5.003], [-0.576, 7.720, 3.953], [-2.816, 8.217, 2.287], [-1.527, 9.260, 1.479], [-4.333, 10.261, 2.425], [-3.609, 10.386, 0.891], [-3.236, 12.313, 2.854], [-2.034, 12.057, 1.600], [-1.758, 11.405, 4.518], [-0.599, 11.345, 3.343], [-3.702, 9.609, 4.409], [-2.355, 9.546, 5.615], [-2.901, 8.077, 4.660], [8.061, 13.639, -0.370], [7.301, 13.836, -1.588], [8.049, 14.029, -2.853], [8.608, 15.471, -2.993], [7.356, 16.479, -2.924], [6.627, 15.937, -3.365], [7.007, 16.581, -1.982], [7.586, 17.710, -3.743], [8.715, 18.558, -3.158], [9.958, 17.895, -3.242], [10.940, 18.479, -2.350], [8.577, 14.551, -0.071], [8.820, 12.884, -0.578], [7.498, 13.223, 0.465], [7.422, 13.652, -3.661], [8.942, 13.404, -2.814], [9.041, 15.517, -3.992], [9.349, 15.736, -2.239], [6.622, 18.218, -3.709], [7.945, 17.500, -4.751], [8.458, 18.839, -2.136], [8.772, 19.500, -3.702], [10.638, 18.540, -1.304], [11.160, 19.490, -2.694], [11.923, 18.012, -2.415], [1.732, 7.120, -5.494], [2.958, 6.791, -4.931], [3.871, 6.180, -5.862], [4.819, 5.062, -5.327], [3.968, 3.931, -4.690], [3.303, 3.546, -5.345], [4.511, 3.113, -4.451], [3.226, 4.308, -3.398], [3.031, 2.996, -2.572], [4.242, 2.220, -2.383], [4.036, 1.165, -1.457], [1.163, 7.760, -4.820], [1.225, 6.174, -5.687], [1.901, 7.796, -6.333], [4.338, 7.014, -6.386], [3.342, 5.709, -6.691], [5.578, 5.446, -4.646], [5.355, 4.671, -6.191], [2.257, 4.710, -3.696], [3.774, 5.111, -2.905], [2.162, 2.443, -2.929], [2.638, 3.270, -1.593], [4.237, 1.473, -0.431], [4.682, 0.358, -1.803], [3.095, 0.629, -1.585], [10.335, 7.327, 3.209], [9.938, 6.518, 2.095], [10.619, 7.022, 0.939], [10.189, 6.221, -0.201], [8.636, 6.041, -0.252], [8.327, 5.906, 0.700], [8.206, 6.883, -0.606], [8.148, 4.826, -1.160], [6.606, 4.603, -1.065], [6.217, 4.593, 0.265], [4.876, 4.923, 0.594], [9.959, 8.348, 3.154], [11.385, 7.292, 3.499], [9.889, 6.894, 4.105], [11.686, 7.149, 1.120], [10.204, 8.027, 0.860], [10.598, 5.212, -0.147], [10.514, 6.670, -1.140], [8.605, 3.934, -0.731], [8.379, 5.116, -2.185], [6.308, 3.659, -1.521], [6.223, 5.470, -1.603], [4.210, 4.099, 0.336], [4.608, 5.760, -0.051], [4.760, 5.086, 1.665], [2.084, 11.987, 0.763], [2.319, 13.114, -0.039], [3.660, 13.603, 0.027], [3.978, 14.360, -1.320], [3.784, 13.582, -2.662], [2.793, 13.540, -2.856], [4.180, 14.118, -3.421], [4.393, 12.115, -2.615], [4.406, 11.569, -4.059], [3.052, 11.390, -4.598], [2.641, 10.073, -4.667], [2.465, 11.107, 0.243], [1.017, 11.786, 0.855], [2.586, 12.055, 1.728], [4.369, 12.775, 0.032], [3.892, 14.150, 0.941], [5.054, 14.519, -1.245], [3.481, 15.308, -1.526], [3.765, 11.490, -1.980], [5.438, 12.120, -2.303], [4.961, 10.640, -4.194], [5.103, 12.135, -4.676], [3.302, 9.561, -5.367], [1.655, 9.968, -5.118], [2.554, 9.406, -3.809], [7.025, 13.140, 3.720], [8.398, 13.689, 3.910], [9.162, 13.286, 5.188], [10.437, 14.125, 5.248], [8.349, 13.538, 6.481], [7.857, 15.041, 6.737], [9.591, 11.763, 5.018], [10.490, 11.099, 6.055], [11.696, 11.782, 6.124], [12.764, 11.338, 5.233], [6.272, 13.279, 4.496], [7.076, 12.090, 3.432], [6.561, 13.625, 2.861], [8.284, 14.773, 3.920], [8.936, 13.389, 3.011], [10.876, 13.979, 6.235], [10.139, 15.167, 5.132], [11.054, 13.837, 4.397], [8.991, 13.187, 7.288], [7.513, 12.838, 6.488], [7.396, 15.139, 7.720], [7.186, 15.261, 5.907], [8.683, 15.745, 6.636], [10.073, 11.799, 4.042], [8.677, 11.170, 4.991], [10.578, 10.045, 5.789], [10.022, 11.058, 7.038], [12.987, 10.361, 5.661], [13.648, 11.966, 5.344], [12.441, 11.293, 4.193], [11.011, 8.525, -6.026], [10.433, 7.190, -6.559], [11.092, 5.921, -5.952], [12.605, 5.812, -6.181], [10.729, 5.919, -4.418], [11.441, 4.805, -3.654], [10.431, 4.663, -6.582], [10.402, 4.661, -8.139], [11.666, 4.638, -8.718], [12.368, 3.450, -8.483], [10.373, 8.843, -5.202], [10.855, 9.275, -6.802], [12.009, 8.597, -5.594], [10.755, 7.060, -7.592], [9.357, 7.068, -6.438], [12.878, 4.842, -5.767], [13.027, 6.651, -5.627], [12.968, 5.813, -7.209], [9.650, 5.977, -4.273], [11.071, 6.891, -4.061], [12.511, 4.897, -3.841], [11.003, 3.826, -3.849], [11.352, 4.961, -2.579], [9.408, 4.790, -6.228], [10.825, 3.753, -6.128], [9.985, 5.536, -8.638], [9.840, 3.796, -8.490], [13.422, 3.488, -8.756], [12.013, 2.633, -9.112], [12.329, 2.996, -7.493]], "total_energy_ha": -5311.113881, "homo_lumo_gap_ha": 0.320, "charge": 7, "homo_ev": -20.6}